Entry 1:
ORCA calculation (ωB97M-V/def2-TZVPD) on 2 unconnected molecules or ions with the total composition C34H52Br2N5O12S.

Values from the calculation:
HOMO energy   -9.99 eV

```
! wB97M-V def2-TZVPD RIJCOSX def2/J DEFGRID3
* xyz 1 1
C -3.334 -5.071 -2.014
C -3.381 -4.427 -0.475
O -4.311 -4.823 0.420
O -2.415 -3.386 -0.092
C -1.237 -3.946 0.584
C 0.067 -2.894 0.621
C 0.319 -2.099 -0.766
C -0.159 -0.526 -0.688
C 0.092 0.271 0.700
Br 1.747 1.299 1.310
C -0.969 0.329 1.791
C -0.737 1.180 3.216
Br -2.747 -0.585 1.738
C 0.107 0.358 -2.088
C -1.309 1.012 -2.529
C -2.195 1.778 -1.198
C -2.532 3.469 -1.444
O -1.443 2.866 -0.366
O 1.008 1.398 -1.836
N 0.871 2.628 -2.183
O 1.848 3.319 -1.895
N 0.443 -0.661 -3.215
S 0.341 0.076 -4.835
C 1.313 -0.688 -6.231
O 0.713 1.558 -4.925
O -1.125 -0.043 -5.434
C 1.499 -1.667 -3.042
N 1.339 -2.852 -3.959
C 0.185 -3.315 -4.361
O -1.126 -3.611 -4.601
C 3.049 -1.251 -3.552
C 3.715 0.227 -3.501
C 5.254 0.612 -4.031
C 6.230 -0.520 -4.699
C 5.589 -2.022 -4.822
C 4.063 -2.387 -4.267
C 1.800 -2.338 -1.524
C 2.790 -1.422 -0.634
C 4.346 -1.495 -0.423
O 5.280 -1.969 -1.417
N 2.153 -3.759 -1.759
C 1.160 -4.858 -1.624
C 3.271 -4.384 -0.987
C 4.481 -5.155 -1.847
O 3.405 -4.465 0.348
H -4.192 -5.861 -2.171
H -3.478 -4.218 -2.814
H -2.287 -5.564 -2.193
H -1.550 -4.095 1.727
H -0.935 -5.021 0.207
H -0.077 -2.287 1.599
H 0.998 -3.610 0.843
H -0.419 -2.597 -1.568
H -1.346 -0.698 -0.728
H -1.695 1.200 3.889
H -0.503 2.307 2.911
H 0.203 0.736 3.765
H -1.320 1.848 -3.328
H -2.158 0.236 -2.849
H -3.100 1.099 -0.641
H -1.668 3.953 -2.104
H -3.067 3.989 -0.543
H -0.526 -1.130 -3.192
H 2.494 -0.520 -6.170
H 1.001 -0.069 -7.207
H 1.064 -1.799 -6.493
H 3.143 1.146 -3.092
H 5.668 1.726 -3.933
H 7.321 -0.254 -5.055
H 6.258 -2.868 -5.331
H 3.781 -3.515 -4.400
H 2.352 -1.416 0.482
H 2.602 -0.297 -0.989
H 4.564 -2.144 0.560
H 4.745 -0.411 -0.105
H 5.824 -1.249 -1.852
H 1.099 -5.308 -0.519
H 1.551 -5.773 -2.286
H 0.066 -4.667 -1.955
H 5.232 -5.664 -1.070
H 4.036 -6.072 -2.468
H 5.123 -4.422 -2.493
C -2.252 4.152 3.473
O -2.175 3.547 4.755
C -1.276 4.227 5.640
C -2.056 4.877 6.795
N -2.855 6.013 6.319
C -3.807 6.516 7.319
C -4.947 5.570 7.741
O -5.883 5.292 6.696
C -5.519 4.207 5.854
H -2.857 3.510 2.827
H -2.735 5.130 3.533
H -1.257 4.254 3.026
H -0.650 4.959 5.115
H -0.610 3.464 6.057
H -1.349 5.225 7.555
H -2.693 4.108 7.241
H -3.377 5.728 5.496
H -4.257 7.418 6.889
H -3.253 6.836 8.210
H -5.521 6.086 8.520
H -4.584 4.645 8.201
H -4.943 3.440 6.382
H -4.963 4.576 4.989
H -6.439 3.747 5.477
*
```

Results of the Löwdin charge analysis, in e, for atoms 1 through 5: -0.01, -0.27, 0.00, -0.18, -0.17

=====

Entry 2:
ORCA calculation (ωB97M-V/def2-TZVPD) on a molecular structure, C34H52N9SiTi.

Values from the calculation:
Expectation value of S²   0.75
HOMO energy (alpha / beta)   -12.87 / -12.96 eV

```
! wB97M-V def2-TZVPD RIJCOSX def2/J DEFGRID3
* xyz 2 2
Ti 0.479 -0.291 0.274
C 0.165 0.510 5.667
N 1.360 0.615 4.826
C 2.495 1.350 5.405
C 3.338 1.733 4.192
N 2.526 1.269 3.071
C 3.120 1.309 1.758
C 1.477 0.499 3.471
N 0.745 -0.198 2.619
C -0.277 -1.110 3.158
C -0.336 -2.413 2.400
N -0.262 -2.197 0.951
C -0.142 -3.236 0.165
N 0.169 -3.020 -1.192
C -1.061 -2.728 -1.968
C 0.841 -4.267 -1.617
C 0.248 -5.344 -0.713
N -0.172 -4.547 0.452
C -0.866 -5.240 1.542
H 0.216 1.298 6.414
H 0.106 -0.439 6.196
H -0.744 0.666 5.099
H 3.036 0.726 6.112
H 2.134 2.227 5.938
H 4.312 1.242 4.191
H 3.501 2.806 4.121
H 3.605 2.276 1.633
H 2.368 1.223 0.995
H 3.867 0.528 1.613
H -1.263 -0.646 3.138
H -0.082 -1.401 4.179
H -1.248 -2.910 2.708
H 0.498 -3.051 2.711
H -1.587 -1.884 -1.534
H -0.771 -2.458 -2.980
H -1.741 -3.586 -2.013
H 1.912 -4.172 -1.440
H 0.676 -4.452 -2.674
H 0.986 -6.087 -0.419
H -0.610 -5.861 -1.144
H -1.284 -6.155 1.127
H -1.690 -4.655 1.922
H -0.196 -5.511 2.354
C 0.604 0.151 -1.784
Si -0.652 1.336 -2.472
C -0.693 2.454 -0.948
N -0.563 1.669 0.331
C -0.248 2.626 1.433
C -1.381 3.615 1.710
C -2.762 2.949 1.584
C -2.635 1.440 1.775
C -1.799 0.877 0.640
C -0.024 2.327 -3.913
C -0.763 2.490 -5.089
C -0.255 3.228 -6.153
C 0.994 3.825 -6.054
C 1.739 3.686 -4.887
C 1.232 2.943 -3.833
C -2.341 0.673 -2.906
C -3.526 1.226 -2.411
C -4.770 0.760 -2.822
C -4.851 -0.275 -3.746
C -3.686 -0.824 -4.273
C -2.449 -0.349 -3.859
H 1.510 0.783 -1.848
H 0.800 -0.722 -2.412
H -1.549 3.134 -0.895
H 0.196 3.085 -1.024
H 0.654 3.160 1.149
H -0.027 2.061 2.324
H -1.309 4.487 1.061
H -1.236 3.974 2.729
H -3.201 3.149 0.604
H -3.450 3.362 2.317
H -3.609 0.952 1.752
H -2.188 1.228 2.749
H -2.407 0.821 -0.252
H -1.518 -0.167 0.886
H -1.749 2.050 -5.182
H -0.842 3.342 -7.057
H 1.389 4.403 -6.883
H 2.712 4.161 -4.802
H 1.833 2.842 -2.929
H -3.494 2.061 -1.713
H -5.674 1.216 -2.434
H -5.819 -0.643 -4.066
H -3.744 -1.608 -5.022
H -1.548 -0.762 -4.314
N 4.441 -1.645 -0.558
C 4.162 -2.475 0.509
C 2.925 -2.115 0.925
N 2.458 -1.072 0.132
C 3.400 -0.832 -0.757
H 5.280 -1.658 -1.110
H 4.846 -3.230 0.861
H 2.370 -2.500 1.763
H 3.371 -0.085 -1.531
*
```

Results of the Löwdin charge analysis, in e, for atoms 1 through 5: 0.99, -0.02, -0.07, -0.09, -0.09

=====

| no. | calculated total energy (a.u.) |
| --- | --- |
| 1 | -8048.11652 |
| 2 | -2958.15121 |